Formula: C7H13O3P
Source: the OMol25 dataset
Level of theory: ωB97M-V/def2-TZVPD

The value obtained for the HOMO energy is -0.346 Eh. The value obtained for the energy above the lowest of the compared OMol25 structures with the same formula, charge and spin is 133.8 kJ/mol. Its HOMO-LUMO gap is 10.0 eV. The value obtained for the electronic energy is -841.5277 Ha. Its SMILES is COP(=O)(OC)C1=CC1(C)C.

XYZ file:
```
24
Properties=species:S:1:pos:R:3:nbo_charge:R:1
C 2.01924 -2.41298 0.06121 -0.23
O 1.93603 -1.39245 1.00699 -0.79
P 1.70383 0.22668 0.70518 2.34
O 2.02216 0.85036 2.00109 -1.04
O 2.66002 0.38595 -0.65038 -0.80
C 2.64647 1.57114 -1.43489 -0.24
C 0.07880 0.52364 0.06406 -0.46
C -0.73293 1.02589 -0.80534 -0.16
C -1.59125 0.52540 0.33928 0.04
C -2.06537 1.40581 1.41109 -0.64
C -2.26564 -0.79990 0.14986 -0.62
H 2.97714 -2.70950 -0.24747 0.18
H 1.58648 -1.97640 -0.79179 0.17
H 1.46586 -3.21623 0.57859 0.19
H 3.29696 2.33714 -1.09206 0.19
H 1.64128 1.90613 -1.46089 0.17
H 2.77781 1.19500 -2.41848 0.19
H -0.81702 1.88011 -1.46101 0.21
H -2.02435 0.89240 2.30912 0.22
H -2.97506 1.87966 1.15110 0.22
H -1.35168 2.23619 1.51946 0.22
H -3.24178 -0.56979 -0.26446 0.21
H -2.30075 -1.37196 1.01555 0.21
H -1.79647 -1.39322 -0.61878 0.22
```

Formula: C7H13O5Rb2
Source: the OMol25 dataset
Level of theory: ωB97M-V/def2-TZVPD

The value obtained for the HOMO energy is -0.272 Eh. Its charge is +1. The value obtained for the energy above the lowest of the compared OMol25 structures with the same formula, charge and spin is 327.3 kJ/mol. Its HOMO-LUMO gap is 3.8 eV. The value obtained for the electronic energy is -698.6106 Ha.

XYZ file:
```
27
Properties=species:S:1:pos:R:3:nbo_charge:R:1
Rb -10.48259 2.13353 -3.10105 1.00
Rb 0.75015 -5.22883 -6.21818 1.00
O -2.45968 1.17650 -2.96014 -0.71
C -3.22940 0.19857 -3.26544 0.92
O -4.39098 0.48413 -3.55531 -0.82
O -2.66639 -0.86377 -3.48658 -0.86
H -1.66797 0.66283 -2.78432 0.47
C -2.96548 -2.00152 3.04031 -0.72
C -2.17771 -1.14792 3.93271 0.59
O -1.59746 -1.63754 4.87960 -0.55
C -2.20033 0.33931 3.64417 -0.72
H -4.00557 -1.69577 3.15362 0.23
H -2.88947 -3.08091 3.17156 0.23
H -2.64039 -1.87482 2.00765 0.23
H -3.08511 0.77722 3.18209 0.23
H -1.35040 0.41544 2.96600 0.24
H -2.03830 0.86127 4.58724 0.24
C 4.45381 2.23917 -1.20041 -0.73
C 4.33719 0.71595 -1.01340 0.59
O 3.20713 0.16027 -0.93064 -0.55
C 5.64773 -0.02113 -0.67504 -0.72
H 4.53057 2.67826 -0.20572 0.24
H 3.59166 2.60499 -1.75806 0.24
H 5.37787 2.67733 -1.57753 0.23
H 5.64300 -1.10420 -0.79762 0.23
H 5.89074 0.25410 0.35126 0.24
H 6.41738 0.27754 -1.38676 0.22
```

Formula: C7H13OP
Source: the OMol25 dataset
Level of theory: ωB97M-V/def2-TZVPD

The value obtained for the HOMO energy is -0.300 Eh. The value obtained for the energy above the lowest of the compared OMol25 structures with the same formula, charge and spin is 159.0 kJ/mol. Its HOMO-LUMO gap is 7.4 eV. The value obtained for the electronic energy is -691.0285 Ha.

XYZ file:
```
22
Properties=species:S:1:pos:R:3:nbo_charge:R:1
C 1.79506 -0.04211 1.79594 -0.23
C 0.45235 -0.29424 2.25863 -0.62
C 1.87469 0.49597 0.54392 -0.14
C 0.56572 0.91179 -0.03666 -0.39
C 0.31282 2.32460 0.60918 -0.58
C 0.37002 0.91697 -1.57006 -0.61
C -2.01681 -3.03512 -1.53923 -0.84
O -2.03242 0.34508 0.91145 -1.04
P -0.62000 -0.13152 0.89015 1.62
H 2.60444 -0.31154 2.32993 0.21
H 0.26483 -0.65632 3.20628 0.23
H 2.66526 0.65687 -0.04742 0.20
H -2.74904 -2.88702 -2.28907 0.21
H 0.75760 2.31388 1.56712 0.22
H -0.76036 2.47020 0.80069 0.23
H 0.76389 3.09130 0.03522 0.21
H -0.72591 1.07943 -1.83507 0.24
H 0.79930 0.01056 -1.95845 0.22
H 0.84396 1.76006 -2.01600 0.21
H -1.21598 -2.30567 -1.53482 0.20
H -2.38655 -2.78420 -0.53598 0.22
H -1.56286 -3.92899 -1.58574 0.20
```

Formula: C7H14
Source: the OMol25 dataset
Level of theory: ωB97M-V/def2-TZVPD

The value obtained for the HOMO energy (alpha / beta) is -0.044 / -0.037 Eh. Its charge is -1. The value obtained for the energy above the lowest of the compared OMol25 structures with the same formula, charge and spin is 232.6 kJ/mol. As for the expectation value of S²: 0.766. As for the multiplicity: 2. Its HOMO-LUMO gap (alpha / beta) is 5.5 / 5.3 eV. The value obtained for the electronic energy is -274.9392 Ha.

XYZ file:
```
21
Properties=species:S:1:pos:R:3:nbo_charge:R:1
C 2.17222 -1.85839 -0.24860 -0.61
C 2.19597 -0.35616 0.10312 -0.41
C 1.02188 0.42610 -0.38519 -0.50
C 0.10742 0.92512 0.53416 -0.08
C -0.07326 0.58238 1.93429 -0.44
C -0.99217 1.83561 0.39761 -0.42
C -1.31328 2.30679 -1.02241 -0.64
H 2.00437 -2.06053 -1.31190 0.18
H 1.35813 -2.35521 0.29011 0.19
H 3.09915 -2.39255 0.01548 0.17
H 2.23762 -0.31797 1.20006 0.20
H 3.18074 0.06946 -0.16324 0.15
H 0.87980 0.36828 -1.46046 0.18
H -4.76208 -4.20189 -1.17855 -0.01
H -0.55522 -0.31884 2.30036 0.16
H -0.10050 1.44925 2.58261 0.16
H -1.60180 2.25967 1.17922 0.18
H -4.79322 -3.66418 -0.64616 0.01
H -2.08677 3.08192 -1.06648 0.18
H -0.36236 2.73791 -1.36715 0.19
H -1.61664 1.48324 -1.68689 0.17
```

Formula: C7H14
Source: the OMol25 dataset
Level of theory: ωB97M-V/def2-TZVPD

The value obtained for the HOMO energy is -0.295 Eh. The value obtained for the energy above the lowest of the compared OMol25 structures with the same formula, charge and spin is 349.7 kJ/mol. Its HOMO-LUMO gap is 8.4 eV. The value obtained for the electronic energy is -274.9831 Ha.

XYZ file:
```
21
Properties=species:S:1:pos:R:3:nbo_charge:R:1
C 2.02656 -0.71264 -0.10994 -0.62
C 0.78968 -1.20316 -0.86394 -0.41
C -0.14210 0.80936 1.14192 0.22
C 0.39517 2.11416 0.68714 -0.80
C -0.36242 -0.20639 -1.08025 -0.37
C -1.14401 0.26852 0.18560 -0.42
C -2.02255 -0.83456 0.77699 -0.60
H 2.77897 -1.50758 -0.09643 0.21
H 2.48562 0.16949 -0.57481 0.20
H 1.78671 -0.46138 0.93051 0.23
H 1.10551 -1.54853 -1.85710 0.21
H 0.39672 -2.08768 -0.34919 0.20
H 1.46704 2.22072 0.88780 0.24
H -0.09584 2.80670 1.39024 0.28
H 0.16502 2.44621 -0.33900 0.18
H 0.00149 0.67246 -1.62499 0.20
H -1.10352 -0.68780 -1.72556 0.22
H -1.79172 1.08715 -0.18216 0.21
H -2.52881 -0.48370 1.68170 0.22
H -1.41875 -1.70186 1.05835 0.21
H -2.78877 -1.15945 0.06312 0.20
```

Formula: C7H14
Source: the OMol25 dataset
Level of theory: ωB97M-V/def2-TZVPD

The value obtained for the HOMO energy is -0.321 Eh. The value obtained for the energy above the lowest of the compared OMol25 structures with the same formula, charge and spin is 264.8 kJ/mol. Its HOMO-LUMO gap is 9.8 eV. The value obtained for the electronic energy is -275.0154 Ha. Its SMILES is CC(C)=CC(C)C.

XYZ file:
```
21
Properties=species:S:1:pos:R:3:nbo_charge:R:1
C -1.19577 0.12085 1.36987 -0.67
C 0.14856 -0.39528 1.04571 0.06
C 0.95405 -1.19578 2.48272 -0.63
C 1.01334 -0.48977 0.10443 -0.20
C 0.40372 0.24664 -1.44368 -0.22
C 0.27464 1.75602 -1.38726 -0.62
C -0.80663 -0.44996 -2.03434 -0.62
H -1.63083 0.70040 0.55569 0.22
H -1.87346 -0.70699 1.59622 0.23
H -1.14272 0.77175 2.24677 0.23
H 1.92539 -1.64451 2.27206 0.20
H 1.06271 -0.41498 3.23587 0.20
H 0.25716 -1.96937 2.80655 0.20
H 1.99427 -0.91578 -0.02489 0.22
H 1.27600 -0.00208 -2.05754 0.19
H 1.14815 2.21854 -0.91835 0.21
H -0.61741 2.07696 -0.84044 0.20
H 0.18968 2.18178 -2.39734 0.21
H -1.73341 -0.18527 -1.51631 0.20
H -0.69814 -1.53833 -2.00927 0.21
H -0.94930 -0.16482 -3.08649 0.21
```

Formula: C7H14
Source: the OMol25 dataset
Level of theory: ωB97M-V/def2-TZVPD

The value obtained for the HOMO energy (alpha / beta) is -0.245 / -0.252 Eh. The value obtained for the energy above the lowest of the compared OMol25 structures with the same formula, charge and spin is 500.4 kJ/mol. Its HOMO-LUMO gap (alpha / beta) is 7.2 / 7.6 eV. The value obtained for the electronic energy is -274.9257 Ha.

XYZ file:
```
21
Properties=species:S:1:pos:R:3:nbo_charge:R:1
C 2.00101 -0.81147 0.75874 -0.67
C 0.79276 -0.75950 -0.10109 -0.17
C 0.02999 0.42614 -0.12155 -0.16
C 0.44208 1.68609 0.37463 -0.44
C -1.12373 0.46143 -1.21676 -0.37
C -1.59251 0.20709 0.11411 -0.12
C -2.09913 -1.12552 0.59666 -0.62
H 2.44871 -1.80870 0.79646 0.22
H 2.78012 -0.10049 0.43488 0.21
H 1.74116 -0.49611 1.78852 0.21
H 2.03224 0.58008 -1.77688 -0.01
H 0.44696 -1.64413 -0.62451 0.19
H 1.40540 1.81225 0.85402 0.20
H -0.26060 2.51098 0.43027 0.18
H 1.97996 1.30235 -1.56095 0.00
H -1.24731 1.44161 -1.66171 0.23
H -1.06622 -0.36855 -1.91459 0.22
H -1.98165 1.05845 0.66268 0.22
H -1.78768 -1.31238 1.62787 0.22
H -1.74573 -1.94817 -0.02805 0.21
H -3.19582 -1.11146 0.56725 0.22
```

Formula: C7H14
Source: the OMol25 dataset
Level of theory: ωB97M-V/def2-TZVPD

The value obtained for the HOMO energy (alpha / beta) is -0.309 / -0.312 Eh. The value obtained for the energy above the lowest of the compared OMol25 structures with the same formula, charge and spin is 627.8 kJ/mol. Its HOMO-LUMO gap (alpha / beta) is 8.7 / 8.8 eV. The value obtained for the electronic energy is -274.8771 Ha.

XYZ file:
```
21
Properties=species:S:1:pos:R:3:nbo_charge:R:1
C -1.66231 1.44137 -0.01139 -0.66
C -1.87634 -0.02214 0.19933 -0.13
C -2.56806 -0.78053 -0.64885 -0.42
C 0.64908 -1.03835 1.42385 -0.41
C 1.58128 -0.16058 1.09367 -0.16
C 2.43762 -0.42201 -0.09758 -0.52
C 1.76553 0.46948 -1.10205 -0.34
H -1.85692 1.72228 -1.05255 0.22
H -2.34992 1.97275 0.65040 0.22
H -0.63436 1.75505 0.21459 0.22
H -1.51191 -0.44218 1.13159 0.20
H -3.19995 -0.29438 -1.38811 0.19
H -0.13989 -0.38865 -1.48396 -0.01
H -2.67764 -1.85362 -0.52780 0.20
H 0.16619 -1.01247 2.38593 0.20
H 0.46462 -1.86807 0.74187 0.20
H 1.71620 0.79201 1.60705 0.20
H 3.50113 -0.24462 0.18598 0.22
H 2.37358 -1.47063 -0.39355 0.21
H 1.90558 0.32148 -2.14683 0.19
H 1.91647 1.52383 -0.78158 0.18
```

- The highest electronic energy belongs to which entry?
  number 8

- What is the formula in the fifth record?
  C7H14